The following is a quantum chemistry calculation of 9 unconnected molecules or ions with the total composition C5H29N2O9 in a non-equilibrium geometry, from the Open Molecules 2025 dataset.

Summary:
**Energy relative to the best compared isomer or geometry (same formula, charge and spin)**: 2.718 eV
**E_LUMO**: -2.547 eV
**Total charge**: +1
**Orbital gap**: 0.3668 Eh
**HOMO energy**: -0.4604 hartree
**Spin multiplicity**: 1

Each line ends with the Löwdin charge.
Positions of all 45 atoms, in Å:
C -0.66102 1.06968 1.87563  -0.1762
N -0.93322 1.00383 0.43342  -0.0563
C -1.32006 2.30641 -0.17527  -0.1524
C -0.47576 2.71181 -1.32330  -0.1928
O 0.71766 2.48181 -1.35824  0.0219
C -0.59312 -0.38547 2.38063  -0.1135
N -1.51653 -1.25067 1.60765  -0.0288
C -2.18199 -2.21887 2.50553  -0.0137
H -1.51203 1.65248 2.24647  0.1202
H 0.13849 1.71590 2.26761  0.1204
H -0.09759 0.71484 -0.06338  0.0699
H -1.19523 3.09484 0.58730  0.1329
H -2.42046 2.22520 -0.17380  0.1329
H -0.86741 3.16968 -2.23815  0.1337
H -0.71056 -0.38288 3.46552  0.1342
H 0.41753 -0.76503 2.17889  0.1234
H -0.98005 -1.72881 0.86968  0.1179
H -2.25843 -0.77931 1.06066  0.1314
H -2.83418 -1.68967 3.18837  0.1011
H -2.80635 -2.96527 2.01189  0.1023
H -1.48609 -2.72677 3.16898  0.1023
H 2.04066 -0.27341 -2.51722  0.0913
H 2.05263 1.06388 -1.85905  0.0544
O 2.16616 0.12368 -1.64369  -0.0463
H -2.90382 -1.03578 -1.47854  0.0058
H -3.84742 -2.04048 -0.66896  0.0661
O -3.08686 -1.45853 -0.63573  -0.0338
H -1.88928 -0.06713 -2.75385  -0.0118
H -3.19855 0.42813 -3.36660  0.0560
O -2.52853 0.67617 -2.71959  -0.0682
H -0.54349 -1.82398 -3.22415  0.0791
H -0.58039 -1.56538 -1.61965  0.0111
O -1.05180 -1.53537 -2.46386  -0.0476
H 3.84433 0.30817 -0.74276  0.0185
H 5.15239 -0.02668 -0.15243  0.0649
O 4.21640 -0.02347 0.09470  -0.0621
H 3.26163 -2.22345 1.83574  0.0653
H 3.32018 -2.20419 0.35112  0.0398
O 2.74642 -2.50608 1.07150  -0.0482
H 2.44497 2.13639 0.83088  0.0048
H 3.58534 1.63079 1.73150  0.0159
O 2.78357 2.15682 1.72679  -0.0505
H 0.88149 -0.78973 -0.73958  0.0208
H 1.24834 -2.02860 0.13626  0.0443
O 0.49463 -1.50410 -0.19706  -0.0802